Record 1
{"formula": "C2H9ClNSi", "method": "ωB97M-V/def2-TZVPD", "elements": ["N", "C", "C", "Si", "Cl", "H", "H", "H", "H", "H", "H", "H", "H", "H"], "xyz": [[-0.788, -0.047, -0.803], [-0.548, 0.005, 0.674], [1.124, -0.213, 1.055], [2.153, 0.277, -0.416], [3.984, -0.351, 0.046], [-1.777, -0.218, -1.053], [-0.073, -0.833, -1.199], [-0.452, 0.882, -1.286], [-1.086, -0.826, 1.170], [-0.805, 1.004, 1.076], [1.306, 0.461, 1.893], [1.079, -1.203, 1.413], [1.831, 1.682, -0.820], [1.599, -0.585, -1.465]], "forces_ev_per_angstrom": [[2.267, -0.039, -1.739], [2.442, 0.341, 1.666], [-3.694, 1.851, -0.886], [-0.403, -0.451, 0.470], [0.849, 0.226, -0.173], [0.640, -0.018, 0.022], [-2.301, 2.030, 0.659], [-0.946, -2.140, 1.057], [0.071, 0.741, -0.474], [-0.365, -0.757, -0.429], [-0.031, -0.095, 0.053], [0.894, -1.250, 0.184], [0.392, -0.299, 0.202], [0.186, -0.141, -0.612]], "e_lumo_ev": -3.9540, "e_above_lowest_kcal_mol": 0.1, "smiles": "[NH3+]CC[SiH2]Cl", "multiplicity": 1, "homo_ev": -14.87, "charge": 1, "homo_lumo_gap_ev": 10.9, "total_energy_ha": -885.7843}

---

Record 2
{"formula": "C2H9IN5P", "method": "ωB97M-V/def2-TZVPD", "elements": ["C", "C", "N", "N", "N", "N", "N", "P", "I", "H", "H", "H", "H", "H", "H", "H", "H", "H"], "xyz": [[1.190, 1.080, 2.438], [0.816, 0.234, 0.149], [0.904, 0.597, 3.676], [2.121, 2.061, 2.286], [-1.522, -1.662, -2.045], [0.778, 0.268, -1.020], [0.723, 0.443, 1.379], [-2.090, -1.316, -3.546], [2.805, 2.903, 3.962], [1.258, 1.081, 4.467], [0.177, -0.007, 3.989], [2.351, 2.341, 1.289], [-1.143, -2.668, -2.177], [-2.715, -0.077, -3.266], [0.652, -0.309, -1.804], [-2.293, -1.606, -1.327], [-1.079, -1.243, -4.324], [-2.932, -2.121, -4.127]], "forces_ev_per_angstrom": [[1.677, -0.577, 1.121], [-0.095, 1.783, 3.829], [0.235, 0.988, -1.269], [-1.488, -1.034, -1.216], [-0.179, -2.845, -0.012], [0.126, 0.102, -0.704], [-0.925, -1.295, -2.447], [-1.699, 2.915, 3.278], [0.986, 1.164, 0.184], [0.532, 0.582, 0.448], [-0.681, -0.705, -1.031], [-0.212, -0.242, 1.996], [-0.567, 1.760, 1.356], [0.126, -0.288, -0.851], [0.074, -0.608, -0.639], [1.226, -0.384, -0.712], [2.789, 0.450, -2.236], [-1.926, -1.765, -1.094]], "e_lumo_ev": -7.1773, "e_above_lowest_kcal_mol": 1.7, "multiplicity": 1, "homo_ev": -15.52, "charge": 2, "homo_lumo_gap_ev": 8.3, "total_energy_ha": -993.7523}

---

Record 3
{"formula": "C2H9N2", "method": "ωB97M-V/def2-TZVPD", "elements": ["N", "C", "C", "N", "H", "H", "H", "H", "H", "H", "H", "H", "H"], "xyz": [[0.727, 0.159, 1.250], [-0.181, -0.794, 0.656], [-0.271, -0.513, -0.859], [-0.267, 0.962, -1.074], [0.343, 0.603, 2.073], [1.612, -0.254, 1.523], [-1.154, -0.765, 1.125], [0.161, -1.828, 0.727], [-1.147, -0.969, -1.309], [0.615, -0.888, -1.348], [0.324, 1.331, -0.303], [-1.165, 1.448, -1.080], [0.160, 1.195, -1.970]], "forces_ev_per_angstrom": [[0.374, 0.316, 0.354], [0.080, -0.441, -0.599], [-0.459, -0.260, 0.446], [0.111, 0.491, -0.637], [-0.008, -0.071, 0.040], [-0.091, 0.109, -0.136], [-0.309, 0.173, 0.045], [0.016, 0.028, 0.198], [-0.041, 0.085, -0.091], [0.232, -0.064, -0.169], [0.118, -0.033, 0.202], [-0.157, -0.363, 0.299], [0.134, 0.031, 0.048]], "e_lumo_ev": -3.4916, "e_above_lowest_kcal_mol": 4.1, "smiles": "NCC[NH3+]", "multiplicity": 1, "homo_ev": -14.75, "charge": 1, "homo_lumo_gap_ev": 11.3, "total_energy_ha": -190.8677}

---

Record 4
{"formula": "C2H9N2", "method": "ωB97M-V/def2-TZVPD", "elements": ["C", "H", "H", "H", "H", "N", "C", "N", "H", "H", "H", "H", "H"], "xyz": [[-0.576, 1.620, 3.729], [-0.576, 1.850, 2.673], [-0.510, 0.566, 3.844], [0.320, 2.345, 3.947], [-1.415, 1.910, 4.357], [1.161, -0.141, -2.551], [0.542, -1.191, -2.020], [-0.455, -1.900, -2.491], [0.691, 0.206, -3.376], [1.693, 0.532, -2.039], [1.032, -1.510, -1.119], [-0.742, -2.616, -1.839], [-1.165, -1.670, -3.115]], "forces_ev_per_angstrom": [[1.722, 2.472, 0.104], [-1.302, -0.053, -0.436], [1.047, -0.830, 0.324], [-1.233, -2.098, 0.614], [-0.232, 0.508, -0.611], [-2.602, -1.073, -1.165], [1.501, 1.185, -0.032], [1.328, -0.579, 2.341], [0.422, 0.489, -0.256], [0.547, -0.085, 0.536], [-0.265, -0.549, 0.465], [-0.047, -0.329, -0.169], [-0.886, 0.942, -1.716]], "e_lumo_ev": -4.3673, "e_above_lowest_kcal_mol": 21.9, "multiplicity": 1, "homo_ev": -14.22, "charge": 1, "homo_lumo_gap_ev": 9.9, "total_energy_ha": -190.8394}

---

Record 5
{"formula": "C2H9N2O", "method": "ωB97M-V/def2-TZVPD", "elements": ["C", "O", "H", "H", "H", "N", "C", "N", "H", "H", "H", "H", "H", "H"], "xyz": [[0.699, -2.212, -0.874], [-0.263, -1.361, -0.472], [1.303, -2.647, -0.038], [1.452, -1.751, -1.569], [0.314, -3.104, -1.432], [-1.128, 0.795, 1.128], [0.101, 1.498, 0.868], [0.596, 1.421, -0.511], [-1.169, -0.077, 0.593], [-1.964, 1.347, 0.995], [0.909, 1.100, 1.496], [-0.029, 2.547, 1.125], [-0.204, 1.648, -1.109], [0.683, 0.415, -0.679]], "forces_ev_per_angstrom": [[0.043, -0.197, -0.082], [-0.204, 0.333, 0.028], [0.091, -0.033, -0.036], [0.055, -0.111, 0.031], [0.072, -0.034, -0.036], [-0.485, -0.201, 0.599], [0.223, -0.026, -0.444], [-0.259, 0.214, -0.155], [0.282, -0.085, 0.053], [0.181, 0.104, -0.240], [-0.164, -0.013, 0.008], [-0.022, 0.213, 0.194], [0.274, 0.087, 0.109], [-0.089, -0.252, -0.029]], "e_lumo_ev": 4.5617, "e_above_lowest_kcal_mol": 7.9, "multiplicity": 1, "homo_ev": -2.73, "charge": -1, "homo_lumo_gap_ev": 7.3, "total_energy_ha": -266.3321}

---

Record 6
{"formula": "C2H9N2O", "method": "ωB97M-V/def2-TZVPD", "elements": ["C", "O", "H", "H", "H", "N", "C", "N", "H", "H", "H", "H", "H", "H"], "xyz": [[0.718, -2.248, 0.666], [0.583, -0.892, 0.374], [1.847, -2.324, 1.044], [0.010, -2.594, 1.453], [0.687, -2.935, -0.197], [-0.872, 0.506, -1.500], [-0.964, 1.397, -0.323], [0.266, 1.822, 0.316], [-0.127, 1.032, -2.026], [-0.301, -0.374, -1.375], [-1.488, 2.246, -0.586], [-1.431, 0.978, 0.566], [0.293, 2.400, 1.102], [0.779, 0.985, 0.485]], "forces_ev_per_angstrom": [[2.477, 2.227, 0.594], [-0.465, -1.406, -0.185], [-1.709, -0.855, -0.061], [0.293, -0.238, -0.131], [-0.321, -0.131, -0.143], [2.073, 1.100, -0.640], [0.438, -2.019, 2.264], [2.114, -0.052, -3.101], [-1.048, -0.327, -0.096], [-0.972, 1.020, 1.490], [-1.309, 1.831, -0.946], [-1.319, -1.073, -0.754], [-0.845, 0.916, 1.240], [0.595, -0.992, 0.468]], "e_lumo_ev": 4.6537, "e_above_lowest_kcal_mol": 32.7, "multiplicity": 1, "homo_ev": -2.51, "charge": -1, "homo_lumo_gap_ev": 7.2, "total_energy_ha": -266.2925}